[1]
{"formula": "C15H16Cl2FNReS", "method": "ωB97M-V with the def2-TZVPD basis set", "charge": 1, "orbital_gap_ev": [6.28, 6.28], "e_homo_ha": [-0.41419, -0.41420], "max_force_ev_per_a": 1.03, "total_energy_ev": -58023.6591, "e_above_lowest_kcal_mol": 0.0, "symbols": ["N", "C", "H", "C", "H", "H", "Re", "C", "H", "H", "H", "H", "Cl", "C", "H", "H", "S", "C", "H", "C", "C", "C", "H", "C", "C", "H", "C", "F", "C", "H", "Cl", "C", "C", "H", "C", "H", "H"], "coordinates": [[-0.241, -0.524, -1.813], [0.948, 4.054, 1.272], [-0.479, -4.006, 2.412], [1.893, 0.577, -2.615], [-1.162, 2.560, -1.597], [-2.209, -2.125, -0.693], [-0.194, -0.745, 0.037], [-0.498, 2.309, 0.432], [0.324, 2.367, 2.417], [0.284, 0.005, -5.021], [-3.231, -2.161, -2.094], [0.062, 4.693, -1.939], [-0.571, -1.649, 2.428], [0.111, 4.165, -0.998], [1.174, -3.238, 2.433], [2.607, -0.142, -2.211], [2.856, 0.405, 0.861], [-2.561, -1.508, -1.537], [1.539, 4.499, 2.060], [-0.081, -0.254, -4.042], [-0.570, 2.976, -0.790], [0.262, 2.866, 1.457], [-2.104, -1.167, -4.482], [-1.199, 0.998, 0.604], [0.863, 4.679, 0.042], [-3.160, -0.692, -1.134], [-1.359, -0.885, -3.757], [1.531, 5.827, -0.148], [0.571, -0.040, -2.879], [2.292, 0.961, -3.552], [0.259, -3.367, 0.260], [0.168, -3.225, 2.030], [-1.454, -1.029, -2.421], [-1.519, 0.857, 1.646], [1.446, -0.102, 0.450], [1.810, 1.409, -1.915], [-2.117, 0.983, 0.006]]}

[2]
{"formula": "C4H6ClF", "method": "ωB97M-V with the def2-TZVPD basis set", "charge": 0, "orbital_gap_ev": 10.31, "e_homo_ha": -0.34387, "max_force_ev_per_a": 3.22, "smiles": "CC/C(F)=C\\Cl", "total_energy_ev": -19484.2621, "e_above_lowest_kcal_mol": 11.1, "symbols": ["Cl", "H", "H", "C", "H", "C", "H", "H", "C", "C", "H", "F"], "coordinates": [[2.897, -0.100, -0.023], [0.341, -1.016, 1.221], [-1.291, -2.048, -0.280], [1.630, 1.128, -0.142], [-2.029, -0.447, -0.547], [-0.296, -0.347, 0.693], [-0.637, -0.834, -1.469], [-1.086, -0.102, 1.377], [0.356, 0.886, 0.204], [-1.073, -0.996, -0.470], [1.787, 2.074, -0.504], [-0.599, 1.801, -0.060]]}

[3]
{"formula": "C46H69ClF7NO28SSi", "method": "ωB97M-V with the def2-TZVPD basis set", "charge": 0, "orbital_gap_ev": 9.18, "e_homo_ha": -0.33482, "max_force_ev_per_a": 0.87, "smiles": "CCOCCOCCOC[C@]1(CCCCCOC)CO[C@@](S)(N(C)C(C)=O)[C@@]1(CC(=O)Cl)[Si](C)(C)C.O=C1OC[C@@H](F)O1.O=C1OC[C@@H](F)O1.O=C1OC[C@@H](F)O1.O=C1OC[C@@H](F)O1.O=C1OC[C@@H](F)O1.O=C1OC[C@@H](F)O1.O=C1OC[C@@H](F)O1", "total_energy_ev": -157898.7561, "symbols": ["H", "H", "C", "O", "F", "H", "C", "C", "C", "C", "H", "H", "Cl", "C", "H", "H", "C", "H", "O", "H", "C", "H", "C", "O", "H", "C", "O", "C", "O", "H", "H", "O", "C", "C", "O", "C", "C", "O", "H", "O", "F", "H", "C", "O", "H", "H", "C", "H", "C", "H", "H", "O", "H", "C", "C", "H", "H", "C", "H", "O", "O", "H", "H", "O", "H", "C", "C", "H", "C", "C", "C", "C", "O", "H", "O", "H", "H", "H", "H", "O", "F", "H", "C", "O", "C", "H", "C", "O", "H", "H", "H", "H", "H", "C", "O", "Si", "C", "O", "C", "H", "C", "H", "O", "C", "H", "H", "H", "H", "C", "C", "C", "O", "H", "C", "H", "H", "C", "C", "O", "F", "H", "H", "C", "F", "H", "C", "F", "H", "O", "O", "H", "H", "C", "H", "C", "H", "H", "H", "S", "O", "H", "H", "O", "H", "N", "H", "H", "C", "H", "H", "F", "H", "H", "H"], "coordinates": [[-1.725, 6.846, 6.795], [-3.472, 5.882, 8.261], [-4.380, -6.488, -3.073], [-3.134, -4.470, -7.554], [-5.625, -0.769, 3.667], [0.103, 3.953, 3.200], [3.074, 1.020, 2.515], [-0.741, 2.360, 5.216], [-2.658, 6.562, 6.323], [2.809, -4.448, -3.053], [2.055, 3.577, 0.765], [-0.895, 1.922, 6.196], [5.891, 2.754, 4.780], [1.993, -6.273, -6.807], [3.436, -3.467, -1.310], [1.119, 2.918, -0.749], [-4.334, -4.828, -6.861], [4.498, 2.385, -0.270], [2.551, 3.289, 2.728], [-5.774, -4.772, -8.534], [3.655, -3.404, -2.382], [-0.694, -3.038, -2.159], [-0.202, -6.023, -7.209], [5.659, 2.960, 2.216], [2.878, -0.378, 5.278], [0.408, 7.630, 4.098], [-2.533, -2.759, -8.879], [-4.379, -1.281, 3.566], [1.352, 6.767, 4.508], [0.987, -1.918, 1.223], [0.278, 3.175, 1.631], [-5.567, -6.654, -2.429], [0.696, -5.470, -3.046], [0.037, -6.490, -2.129], [2.977, -6.731, -6.333], [4.385, -1.177, -2.541], [0.125, 1.415, 4.439], [-0.817, 4.541, -0.958], [-3.594, 6.824, 0.350], [3.924, 0.669, -1.100], [-1.110, -6.553, -8.057], [4.508, 0.614, 4.118], [2.214, 6.467, 3.395], [1.844, -4.993, -7.210], [0.210, -6.253, -1.084], [5.286, -0.786, -0.613], [2.852, 3.113, 1.339], [-4.425, -5.908, -6.798], [-1.508, 7.331, 0.874], [-0.290, 3.341, 5.314], [-0.616, -1.869, -0.812], [-3.703, -5.449, -2.539], [0.135, -0.669, 2.132], [4.509, 1.014, 3.114], [-3.364, -3.362, -8.290], [-2.948, 7.324, 5.602], [2.675, 8.512, 2.698], [5.319, 2.290, 3.138], [4.161, -2.757, 2.673], [-4.688, -3.055, -8.264], [-0.538, 7.975, 4.727], [1.866, 5.553, 2.912], [2.605, -4.190, -4.093], [-2.637, -2.809, 1.101], [0.626, -4.966, -8.894], [-2.679, 7.229, -0.084], [0.890, -1.436, 2.196], [-2.179, -2.448, -1.371], [-0.066, -0.640, -3.115], [2.747, -1.243, 4.636], [-5.392, -4.157, -7.717], [-1.253, 5.533, -0.481], [-3.907, 3.581, 5.241], [-2.820, 0.174, 4.077], [3.367, -2.107, -2.864], [-0.813, 2.030, -1.334], [0.756, -1.105, -2.567], [-5.259, -6.491, -0.406], [-1.787, 7.490, 1.911], [-3.998, -7.155, -3.974], [-6.794, -5.383, -1.018], [1.871, 0.066, 0.029], [-3.074, -2.050, 1.899], [0.678, 8.063, 2.840], [-0.015, 0.866, -2.945], [-1.707, 2.482, 4.733], [-4.558, -4.780, -1.609], [-0.893, 6.044, 0.721], [3.371, -5.387, -3.023], [0.878, 1.240, -3.445], [5.112, 0.333, 2.515], [-0.693, -5.810, -6.257], [4.262, -0.331, -3.211], [2.979, 1.601, 1.044], [-2.428, -0.978, 2.398], [2.576, -0.867, 2.791], [-0.037, 1.280, -1.469], [-4.317, -2.145, 2.445], [-3.339, -0.236, 3.218], [2.573, 3.558, 5.051], [2.208, 2.057, 3.314], [0.027, -0.920, -4.166], [-4.519, 5.262, 6.612], [4.197, 1.404, 0.079], [-1.036, -6.487, -2.305], [-4.164, -1.856, 4.468], [-3.792, 0.564, 2.630], [-5.057, -3.953, -2.116], [3.835, -2.002, 1.960], [-3.788, 6.270, 7.292], [-1.181, -2.176, -1.693], [1.600, -4.636, -2.334], [-1.065, 2.737, 2.627], [-3.673, 4.614, 5.773], [3.375, -2.529, 1.127], [-0.818, 8.110, 0.553], [1.716, 1.106, 0.321], [1.288, 1.860, -0.931], [0.285, 0.265, 4.791], [-2.969, 8.409, -0.676], [1.247, -5.985, -3.834], [4.730, -1.518, 1.581], [2.004, 7.674, 2.505], [-6.440, -3.704, -6.993], [5.065, 0.981, 0.572], [0.547, -4.849, -7.813], [2.055, 7.375, 1.189], [-0.076, -4.855, -3.516], [-1.308, -1.124, -2.623], [-2.516, 5.298, 5.657], [-3.988, -4.402, -0.764], [1.872, -1.790, 4.967], [-5.552, -5.864, -1.249], [3.752, 3.677, 1.123], [4.315, -0.683, -1.104], [3.581, -1.299, -0.586], [3.238, 6.335, 3.730], [-0.341, 0.440, -0.848], [2.733, 2.235, 5.078], [0.833, -6.960, -6.982], [2.031, 1.784, -1.717], [3.618, -1.879, 4.789], [-2.193, 6.324, -1.058], [-0.878, 1.283, -3.461], [0.727, 1.888, 3.240], [4.715, -3.641, -2.505], [5.355, -1.642, -2.729], [-0.016, 3.015, 2.658], [-4.320, -4.396, -5.859], [0.540, -2.201, 2.887], [-4.589, 7.339, 7.498], [0.882, 1.080, 1.010], [0.387, -7.502, -2.308], [0.123, -3.879, -7.574]]}